Molecular formula: C4H5NS3
Method: DFT, ωB97M-V with the def2-TZVPD basis set

Geometry as XYZ:
```
13
Properties=species:S:1:pos:R:3
C 0.386 -0.393 1.505
C -0.256 -1.410 0.620
C -0.457 0.564 -1.357
C -0.666 1.299 -0.033
H 0.092 -2.427 0.848
H -1.351 -1.387 0.818
H -1.715 1.370 0.253
H -0.382 2.372 -0.202
H 0.468 1.615 1.655
N 0.243 0.880 1.026
S 1.099 -0.777 2.947
S 0.035 -1.082 -1.125
S -0.688 1.354 -2.758
```

Computed properties:
F_max ... 2.0 eV Å⁻¹
Energy relative to the best compared isomer or geometry (same formula, charge and spin) ... 34.44 kJ/mol
Orbital gap ... 8.2 eV
HOMO energy ... -8.7 eV
Electronic energy ... -38224.37609 eV
Charge ... 0

---

Molecular formula: C4H5NaO5
Method: DFT, ωB97M-V with the def2-TZVPD basis set

Geometry as XYZ:
```
15
Properties=species:S:1:pos:R:3
O 0.416 0.401 -0.462
C 2.586 0.246 -0.797
O 3.117 1.352 -0.960
O 3.000 -0.642 -0.025
C -0.599 0.089 -1.410
H -0.492 0.792 -2.253
H -0.489 -0.982 -1.636
C -1.906 0.396 -0.708
H -1.725 1.240 -0.022
H -2.685 -0.314 -1.014
O -0.068 -1.600 1.630
C -0.555 -0.446 1.526
O -0.494 0.329 2.516
Na 1.748 -0.420 2.969
H -1.855 -0.441 0.647
```

Computed properties:
F_max ... 6.9 eV Å⁻¹
Orbital gap (spin up / spin down) ... 3.7 / 5.8 eV
Multiplicity ... 2
HOMO energy (spin up / spin down) ... -2.0 / -4.2 eV
Electronic energy ... -18878.82385 eV
Charge ... -1
Expectation value of S² ... 0.77

---

Molecular formula: C4H5O2P
Method: DFT, ωB97M-V with the def2-TZVPD basis set

Geometry as XYZ:
```
12
Properties=species:S:1:pos:R:3
C 1.393 0.362 0.510
C 0.933 0.586 -1.108
C 0.374 -0.410 1.253
C -0.928 -0.595 0.485
O 0.526 -0.831 2.419
O -1.478 1.421 -1.421
P -0.776 0.188 -1.139
H 2.372 0.666 1.074
H 1.431 1.307 -1.689
H -1.193 -1.721 0.499
H -1.646 -0.097 1.018
H -1.007 -0.877 -1.903
```

Computed properties:
F_max ... 9.2 eV Å⁻¹
Energy relative to the best compared isomer or geometry (same formula, charge and spin) ... 209.88 kJ/mol
Orbital gap (spin up / spin down) ... 8.4 / 8.3 eV
HOMO energy (spin up / spin down) ... -10.0 / -10.0 eV
Electronic energy ... -17609.81435 eV
Charge ... 0

---

Molecular formula: C4H5O2Pd
Method: DFT, ωB97M-V with the def2-TZVPD basis set

Geometry as XYZ:
```
12
Properties=species:S:1:pos:R:3
H -0.949 2.751 -1.277
O -0.658 1.855 -1.467
C 0.189 1.418 -0.423
C 0.340 -0.044 -0.479
C 0.923 -1.134 -0.698
H -0.222 1.688 0.565
H 1.191 1.876 -0.501
H 1.614 -1.839 -1.138
C -0.530 -1.397 0.741
O 0.145 -1.741 1.802
Pd -1.020 -1.311 2.817
H -1.026 -2.124 0.058
```

Computed properties:
F_max ... 16.2 eV Å⁻¹
Energy relative to the best compared isomer or geometry (same formula, charge and spin) ... 231.97 kJ/mol
Orbital gap (spin up / spin down) ... 5.9 / 8.7 eV
Multiplicity ... 4
HOMO energy (spin up / spin down) ... -5.5 / -9.8 eV
Electronic energy ... -11791.97780 eV
Charge ... 0
Expectation value of S² ... 3.78

---

Molecular formula: C4H5O2Rb
Method: DFT, ωB97M-V with the def2-TZVPD basis set

Geometry as XYZ:
```
12
Properties=species:S:1:pos:R:3
C -0.249 -1.986 -0.278
C 0.045 -0.545 -0.218
C 0.688 0.324 0.534
C 0.378 1.716 0.786
O 0.385 2.605 -0.061
Rb -0.211 6.163 -0.670
H -0.236 -2.408 0.743
H 0.567 -2.476 -0.842
H 1.735 -0.057 0.121
H 0.046 1.947 1.816
O -1.502 -2.170 -0.896
H -1.646 -3.111 -1.033
```

Computed properties:
F_max ... 4.9 eV Å⁻¹
Energy relative to the best compared isomer or geometry (same formula, charge and spin) ... 194.33 kJ/mol
Orbital gap (spin up / spin down) ... 6.3 / 8.5 eV
Multiplicity ... 2
HOMO energy (spin up / spin down) ... -10.3 / -12.5 eV
Electronic energy ... -8969.02674 eV
Charge ... +1
Expectation value of S² ... 0.76

---

Molecular formula: C4H5O2S2
Method: DFT, ωB97M-V with the def2-TZVPD basis set

Geometry as XYZ:
```
13
Properties=species:S:1:pos:R:3
C -1.809 -0.481 0.091
C -1.307 -1.102 1.157
C -1.039 0.001 -1.099
C 0.399 0.071 -0.610
O 3.334 0.221 1.098
O 1.324 1.520 1.716
S 0.581 -1.144 0.708
S 2.146 0.294 1.927
H -2.867 -0.320 -0.074
H -1.057 -0.901 -1.798
H -1.471 0.806 -1.600
H 1.128 0.027 -1.432
H 0.637 1.007 -0.082
```

Computed properties:
F_max ... 4.1 eV Å⁻¹
Energy relative to the best compared isomer or geometry (same formula, charge and spin) ... 194.84 kJ/mol
Orbital gap ... 7.5 eV
HOMO energy ... -3.9 eV
Electronic energy ... -29993.10264 eV
Charge ... -1

---

Molecular formula: C4H5O3Sm
Method: DFT, ωB97M-V with the def2-TZVPD basis set

Geometry as XYZ:
```
13
Properties=species:S:1:pos:R:3
H 2.612 -0.234 -1.567
O 0.416 1.797 -1.206
C 1.376 1.078 -0.970
O 1.730 0.124 -1.762
Sm -1.551 2.636 -2.543
O 2.603 1.182 0.724
C 3.535 0.443 1.207
C 4.872 0.920 1.385
C 5.834 0.128 1.917
H 3.305 -0.613 1.433
H 5.072 1.963 1.126
H 6.862 0.477 2.014
H 5.630 -0.914 2.174
```

Computed properties:
F_max ... 4.1 eV Å⁻¹
Energy relative to the best compared isomer or geometry (same formula, charge and spin) ... 262.45 kJ/mol
Orbital gap (spin up / spin down) ... 6.5 / 6.7 eV
Multiplicity ... 7
HOMO energy (spin up / spin down) ... -20.8 / -20.8 eV
Electronic energy ... -28240.49081 eV
Charge ... +3
Expectation value of S² ... 12.02

---

Molecular formula: C4H5O3Tl
Method: DFT, ωB97M-V with the def2-TZVPD basis set

Geometry as XYZ:
```
13
Properties=species:S:1:pos:R:3
O -0.652 -1.076 -0.148
C 0.362 -0.636 -0.801
C 0.737 0.720 -0.823
C 1.540 1.111 -1.845
H 0.815 -1.354 -1.494
H 0.397 1.397 -0.042
H 1.733 0.454 -2.696
H 1.995 2.101 -1.853
O -1.380 -1.900 1.929
C -1.657 -0.761 1.680
O -1.539 0.353 2.073
Tl -1.731 1.682 3.456
H -0.619 -2.092 0.564
```

Computed properties:
F_max ... 7.2 eV Å⁻¹
Orbital gap (spin up / spin down) ... 8.0 / 7.3 eV
HOMO energy (spin up / spin down) ... -30.6 / -29.9 eV
Electronic energy ... -15000.79416 eV
Charge ... +4